Entry 1:
{
  "formula": "C22H34F2O7S2",
  "method": "ωB97M-V/def2-TZVPD",
  "elements": ["C", "C", "C", "O", "C", "H", "H", "H", "H", "H", "H", "H", "H", "O", "S", "O", "O", "C", "C", "C", "H", "H", "H", "H", "H", "H", "H", "H", "O", "S", "O", "O", "C", "C", "C", "H", "H", "H", "H", "H", "H", "H", "H", "F", "C", "C", "C", "C", "C", "C", "H", "H", "H", "H", "H", "F", "C", "C", "C", "C", "C", "C", "H", "H", "H", "H", "H"],
  "positions_angstrom": [[-0.468, -0.307, -0.472], [-1.372, 0.126, 0.742], [-0.878, 1.625, 0.768], [-0.855, 1.957, -0.620], [-0.320, 0.879, -1.396], [-0.737, -1.105, -1.164], [0.537, -0.409, -0.064], [-1.149, -0.411, 1.664], [-2.456, 0.211, 0.666], [0.074, 1.853, 1.248], [-1.624, 2.193, 1.323], [0.721, 1.139, -1.585], [-0.851, 0.794, -2.344], [3.295, 0.989, -3.802], [3.287, -0.378, -3.228], [2.214, -1.386, -3.572], [4.755, -1.108, -3.564], [4.805, -2.556, -3.481], [6.123, -2.993, -2.959], [3.588, -0.258, -1.504], [4.537, -2.938, -4.466], [3.984, -2.985, -2.907], [6.293, -2.674, -1.931], [6.975, -2.693, -3.568], [6.098, -4.080, -2.887], [3.941, 0.765, -1.372], [4.315, -1.002, -1.181], [2.621, -0.485, -1.055], [4.261, -1.057, 1.688], [3.114, -0.220, 2.153], [2.161, 0.311, 1.177], [2.237, -1.134, 3.300], [2.962, -1.744, 4.418], [1.821, -1.931, 5.450], [3.684, 1.292, 3.216], [3.727, -1.075, 4.812], [3.513, -2.680, 4.328], [0.981, -2.476, 5.018], [1.393, -1.011, 5.847], [2.054, -2.457, 6.375], [2.863, 1.769, 3.752], [4.220, 1.925, 2.508], [4.262, 0.968, 4.081], [-6.188, -3.087, 0.810], [-5.091, -2.629, 0.229], [-3.986, -3.501, 0.083], [-3.003, -3.167, -0.908], [-3.225, -2.036, -1.679], [-4.364, -1.159, -1.503], [-5.267, -1.486, -0.535], [-3.958, -4.404, 0.674], [-2.147, -3.794, -1.109], [-2.491, -1.796, -2.434], [-4.587, -0.361, -2.195], [-6.096, -0.803, -0.432], [-4.154, 6.986, -1.246], [-4.365, 5.696, -0.952], [-4.581, 5.332, 0.372], [-4.334, 4.115, 0.801], [-4.007, 3.121, -0.088], [-3.893, 3.420, -1.438], [-4.061, 4.694, -1.924], [-4.777, 6.101, 1.105], [-4.605, 3.941, 1.832], [-4.008, 2.079, 0.194], [-3.770, 2.602, -2.133], [-3.749, 4.893, -2.939]],
  "atomic_forces_ev_per_a": [[0.0, -0.5, -0.2], [1.7, 1.3, -0.5], [-0.9, -1.0, -0.3], [-0.5, 1.3, 0.2], [-0.4, 1.2, 1.3], [-0.1, -0.7, 0.9], [-0.3, -0.8, 0.1], [0.2, -0.1, -0.1], [0.0, -0.5, -0.7], [0.3, -0.5, -0.1], [-0.1, 0.5, -0.5], [0.2, -0.3, -0.3], [-0.2, 0.2, 0.1], [0.0, -3.3, 1.0], [-0.3, -1.2, -2.4], [2.7, 3.0, 1.1], [-1.4, 0.8, -0.3], [-1.2, 0.1, -0.7], [0.6, -0.5, 0.4], [-0.9, -0.1, 0.2], [0.6, 0.0, -0.3], [0.0, 0.5, 0.6], [-0.1, 0.3, 0.0], [-0.1, 0.0, 0.0], [0.1, -0.1, -0.2], [-0.2, -0.2, 0.4], [-0.1, 0.1, -0.2], [0.2, 0.5, 0.4], [-2.6, 2.2, 1.3], [0.7, -0.8, 0.6], [1.5, -1.1, 1.9], [1.8, 0.8, -1.7], [-1.1, 0.6, 1.7], [-0.2, 0.0, 0.3], [-0.4, -1.6, -0.2], [-0.2, 0.4, -0.1], [-0.5, -0.2, -1.3], [0.2, -0.1, -0.3], [0.2, 0.4, -0.5], [0.7, -0.3, -0.3], [-0.6, 0.0, -1.0], [-0.1, 0.0, 0.3], [0.7, -0.4, -0.6], [-0.7, -0.3, 1.5], [1.3, -1.2, -1.7], [-0.1, 1.4, -0.8], [-1.8, 0.5, 1.0], [-0.8, 1.1, -0.1], [2.1, -2.0, -0.4], [0.0, 0.8, 0.1], [0.0, -0.1, -0.1], [0.0, -0.1, 0.2], [-0.1, 0.1, -0.2], [0.3, 0.2, 0.1], [-0.5, -0.5, 0.3], [-0.7, 0.3, -0.2], [1.4, -1.7, -1.0], [0.0, 4.3, -1.2], [-0.7, -3.0, 1.3], [-0.4, -0.9, -0.6], [-0.6, -0.8, 0.3], [0.2, 1.7, 1.4], [-0.2, 0.3, -0.1], [0.5, -0.5, 0.2], [0.4, 0.0, 0.2], [0.4, 0.0, -0.1], [-0.4, 0.4, -0.1]],
  "homo_lumo_gap_ev": 8.9
}

***

Entry 2:
{
  "formula": "C22H34FIN5",
  "method": "ωB97M-V/def2-TZVPD",
  "elements": ["C", "C", "I", "C", "N", "C", "C", "C", "F", "H", "H", "H", "H", "H", "H", "H", "H", "H", "H", "H", "H", "H", "H", "N", "C", "C", "C", "C", "H", "H", "H", "H", "H", "N", "C", "C", "C", "C", "H", "H", "H", "H", "H", "N", "C", "C", "C", "C", "H", "H", "H", "H", "H", "N", "C", "C", "C", "C", "H", "H", "H", "H", "H"],
  "positions_angstrom": [[1.165, -2.938, -2.208], [0.001, -3.691, -2.852], [0.582, -4.756, -4.621], [-0.611, -4.681, -1.877], [-1.860, -5.354, -2.366], [-3.143, -4.570, -2.227], [-3.342, -3.489, -3.292], [-3.373, -2.092, -2.686], [-3.921, -1.214, -3.603], [2.123, -3.407, -2.424], [1.192, -1.906, -2.554], [1.038, -2.920, -1.121], [-0.740, -2.982, -3.207], [-0.851, -4.221, -0.915], [0.117, -5.473, -1.688], [-1.976, -6.209, -1.820], [-1.700, -5.656, -3.337], [-3.126, -4.156, -1.214], [-3.947, -5.303, -2.265], [-2.562, -3.555, -4.054], [-4.288, -3.651, -3.810], [-2.371, -1.729, -2.431], [-3.980, -2.073, -1.776], [3.801, 1.617, -2.106], [2.551, 1.211, -1.724], [1.766, 1.175, -2.846], [2.574, 1.577, -3.946], [3.823, 1.842, -3.456], [4.583, 1.739, -1.490], [2.326, 0.996, -0.694], [0.722, 0.907, -2.875], [2.269, 1.670, -4.975], [4.719, 2.176, -3.950], [2.558, 4.875, 0.865], [1.950, 4.329, -0.234], [0.641, 4.730, -0.228], [0.449, 5.546, 0.920], [1.649, 5.616, 1.574], [3.524, 4.758, 1.108], [2.492, 3.712, -0.929], [-0.097, 4.471, -0.969], [-0.463, 6.029, 1.227], [1.928, 6.144, 2.469], [-3.354, -4.152, 2.333], [-4.117, -3.021, 2.245], [-3.413, -2.088, 1.531], [-2.170, -2.681, 1.179], [-2.166, -3.955, 1.686], [-3.619, -4.989, 2.819], [-5.088, -2.968, 2.707], [-3.741, -1.087, 1.308], [-1.362, -2.212, 0.637], [-1.413, -4.726, 1.663], [2.559, 5.127, 5.172], [2.680, 4.200, 6.172], [2.167, 4.750, 7.316], [1.720, 6.060, 6.993], [1.976, 6.263, 5.664], [2.851, 4.991, 4.223], [3.117, 3.234, 5.987], [2.118, 4.269, 8.278], [1.265, 6.772, 7.661], [1.792, 7.115, 5.033]],
  "atomic_forces_ev_per_a": [[0.0, -0.1, 0.1], [-0.2, 0.2, 0.1], [0.0, 0.0, -0.1], [0.4, -0.2, 0.2], [0.0, 0.0, 0.1], [-0.2, 0.1, 0.1], [0.1, 0.0, 0.0], [0.0, 0.1, 0.0], [0.1, -0.1, 0.1], [0.0, 0.0, 0.1], [0.1, -0.1, -0.1], [0.0, 0.1, 0.0], [0.0, 0.0, 0.1], [-0.1, 0.1, -0.1], [-0.1, 0.0, 0.0], [0.0, 0.0, 0.0], [0.0, 0.1, 0.0], [0.0, 0.0, 0.0], [0.1, 0.0, 0.0], [-0.1, 0.0, -0.1], [0.0, 0.0, 0.1], [-0.1, 0.0, 0.0], [0.0, 0.0, -0.1], [0.0, 0.0, 0.0], [0.0, -0.1, 0.0], [0.0, -0.1, 0.0], [0.0, 0.0, 0.0], [0.0, 0.0, 0.0], [0.0, 0.0, 0.0], [0.0, 0.0, 0.0], [0.0, 0.1, 0.0], [0.0, 0.0, 0.0], [0.0, 0.0, 0.0], [0.0, 0.0, 0.0], [0.0, 0.0, 0.0], [0.0, 0.0, 0.0], [0.0, 0.0, 0.0], [0.0, 0.0, 0.0], [0.0, 0.0, 0.0], [0.0, 0.0, 0.0], [0.0, 0.0, 0.0], [0.0, 0.0, 0.0], [0.0, 0.0, 0.0], [0.0, 0.1, -0.1], [0.0, 0.0, 0.0], [0.0, 0.0, 0.0], [0.0, 0.0, -0.2], [0.0, -0.2, 0.0], [0.0, 0.0, 0.0], [0.0, 0.0, 0.0], [0.0, 0.0, 0.0], [0.0, 0.0, 0.1], [0.0, 0.0, 0.1], [0.0, 0.0, 0.0], [0.0, 0.0, 0.0], [0.0, 0.0, 0.0], [0.0, 0.0, 0.0], [0.0, 0.0, 0.0], [0.0, 0.0, 0.0], [0.0, 0.0, 0.0], [0.0, 0.0, 0.0], [0.0, 0.0, 0.0], [0.0, 0.0, 0.0]],
  "homo_lumo_gap_ev": 6.4,
  "total_charge": 1
}

***

Entry 3:
{
  "formula": "C22H34FN3O6PTaTe",
  "method": "ωB97M-V/def2-TZVPD",
  "elements": ["Ta", "N", "C", "C", "C", "C", "N", "H", "H", "H", "H", "H", "H", "H", "H", "H", "H", "H", "H", "C", "C", "C", "C", "C", "C", "C", "F", "C", "C", "C", "O", "C", "C", "N", "C", "C", "O", "O", "H", "H", "H", "H", "H", "H", "H", "H", "H", "H", "H", "C", "C", "O", "P", "O", "Te", "O", "C", "C", "H", "H", "H", "H", "H", "H", "H", "H", "H", "H", "H"],
  "positions_angstrom": [[-0.681, 0.688, 0.852], [1.244, 1.605, 1.424], [1.753, 2.932, 1.692], [0.906, 3.663, 2.743], [-0.369, 4.371, 2.241], [-1.647, 3.528, 2.129], [-1.635, 2.674, 0.964], [1.617, 0.825, 2.288], [1.981, 0.942, 0.644], [1.792, 3.512, 0.764], [2.781, 2.840, 2.059], [1.550, 4.447, 3.165], [0.664, 2.997, 3.581], [-0.164, 4.884, 1.293], [-0.590, 5.167, 2.966], [-2.509, 4.201, 2.058], [-1.783, 2.923, 3.032], [-1.621, 3.173, 0.141], [-2.881, 2.170, 0.666], [0.197, -0.400, -6.710], [0.814, -1.487, -5.818], [2.255, -1.708, -6.294], [2.916, -2.798, -5.475], [2.820, -2.472, -4.014], [3.774, -3.004, -3.132], [3.695, -2.731, -1.773], [4.620, -3.239, -0.947], [2.674, -1.948, -1.265], [1.706, -1.430, -2.137], [0.603, -0.610, -1.569], [0.673, -0.300, -0.385], [-0.501, -0.240, -2.481], [-0.329, -0.531, -3.780], [0.774, -1.129, -4.379], [1.760, -1.679, -3.526], [-1.803, 0.431, -2.027], [-2.640, 0.670, -2.954], [-1.940, 0.673, -0.799], [0.367, -0.621, -7.770], [0.627, 0.584, -6.495], [-0.887, -0.334, -6.578], [0.243, -2.415, -5.959], [2.829, -0.776, -6.204], [2.270, -1.994, -7.353], [3.965, -2.886, -5.780], [2.431, -3.765, -5.657], [4.585, -3.628, -3.495], [2.624, -1.749, -0.199], [-1.130, -0.284, -4.472], [-1.910, 1.046, 6.130], [-0.797, 0.032, 5.900], [-1.283, -1.056, 5.144], [-0.759, -0.908, 3.477], [-1.000, 0.734, 2.960], [1.376, -1.584, 3.193], [-1.849, -1.884, 2.511], [-3.188, -1.569, 2.828], [-3.791, -2.669, 3.692], [-1.536, 1.874, 6.768], [-2.768, 0.558, 6.639], [-2.257, 1.467, 5.164], [-0.460, -0.359, 6.884], [0.092, 0.531, 5.453], [-3.759, -1.504, 1.879], [-3.318, -0.582, 3.330], [-3.726, -3.644, 3.164], [-4.859, -2.442, 3.896], [-3.251, -2.744, 4.658], [-1.354, -1.038, 1.055]],
  "atomic_forces_ev_per_a": [[-0.1, -1.2, 0.2], [3.9, -7.0, -0.7], [0.2, 1.2, 0.5], [0.1, 0.3, 0.0], [0.1, -0.1, 0.2], [-0.2, 1.2, 1.2], [-5.0, -4.7, 0.3], [-1.6, 2.4, -2.0], [-2.5, 3.0, 2.5], [-0.1, -0.1, 0.1], [-0.2, 0.0, -0.1], [-0.1, -0.2, -0.1], [0.1, 0.0, -0.1], [-0.1, 0.0, 0.1], [-0.1, -0.2, -0.2], [0.2, -0.1, 0.0], [0.1, 0.0, -0.3], [0.5, 1.8, -2.5], [4.2, 1.8, 1.4], [-0.5, 0.1, 0.4], [-0.1, 0.5, -1.6], [0.0, -0.2, 0.4], [0.3, 0.1, -0.2], [0.7, -0.6, 0.3], [-0.7, 0.5, -0.5], [-0.5, 0.4, 0.4], [-0.3, 0.2, -0.3], [0.6, -0.3, 0.1], [-1.2, 1.0, 0.5], [-0.7, -1.7, -6.6], [-1.1, 2.1, 5.0], [1.6, -0.2, 3.5], [1.4, -1.2, -3.7], [-1.0, 0.0, 2.4], [-0.1, 0.3, 0.0], [-1.2, -0.8, -7.6], [2.5, -0.5, 4.0], [0.9, 1.1, 4.5], [0.1, -0.1, 0.3], [0.0, -0.2, 0.0], [0.1, 0.1, -0.1], [0.1, 0.1, 0.2], [-0.2, -0.1, 0.0], [-0.3, 0.2, 0.3], [-0.2, -0.1, 0.2], [0.1, 0.1, 0.0], [-0.1, 0.1, -0.1], [0.0, -0.1, -0.2], [0.1, 0.1, 0.1], [-0.2, 0.2, 0.1], [0.5, 1.5, 1.7], [0.6, -0.2, -4.9], [-3.2, 0.3, 1.0], [0.0, -3.5, -1.6], [0.8, 0.1, -0.6], [2.7, 1.9, 3.4], [-2.6, 0.0, 0.2], [-0.2, -0.2, 0.2], [-0.3, -0.5, -0.4], [0.5, 0.4, -0.3], [0.1, -0.2, 0.5], [-0.2, 0.0, -0.7], [-0.4, -0.5, 0.0], [0.5, 0.0, 0.3], [0.4, -0.5, -0.2], [-0.1, 0.6, 0.4], [0.6, -0.2, -0.1], [-0.4, 0.0, -0.6], [0.8, 1.9, -0.5]],
  "homo_lumo_gap_ev": 6.6,
  "total_charge": 2
}

***

Summary of HOMO level in eV
-8.80; -9.44; -14.07
(order as listed above)